1.
Density functional theory data (ωB97M-V/def2-TZVPD) for a cluster of 2 separate species, C4H8NO in total at a distorted geometry.

Values from the calculation:
orbital gap (alpha / beta)	0.148 / 0.173	hartree
HOMO level (alpha / beta)	-13.303 / -13.543	eV
total charge	+1

Element x y z (Å)
C1 0.425 1.291 -0.094
C2 1.167 0.331 0.631
C3 1.573 -0.468 -0.555
C4 -2.931 -0.177 0.438
N1 0.163 -0.071 -0.372
O1 1.808 -1.728 -0.315
H1 -0.231 1.815 0.451
H2 0.894 1.875 -0.908
H3 1.257 0.040 1.616
H4 2.122 0.031 -1.377
H5 -3.972 -0.086 0.389
H6 -2.087 -0.076 -0.260
H7 -2.659 -0.682 1.384
H8 2.473 -2.094 -1.028

Cartesian forces (eV/Å) of the 6 atoms listed first:
2.36 1.69 -2.75
1.82 -0.81 -1.69
0.07 2.87 -0.05
1.88 -1.81 1.47
-1.82 -1.76 -0.09
2.72 -3.83 -2.14

---

2.
Density functional theory data (ωB97M-V/def2-TZVPD) for a structure of composition C6H24N12O6Zn at a distorted geometry.

Values from the calculation:
orbital gap	0.119	hartree
HOMO level	-14.373	eV
total charge	+2

Element x y z (Å)
Zn1 0.029 0.026 -0.348
C1 1.657 -3.038 3.083
O1 1.219 -2.363 2.226
N1 1.245 -3.038 4.289
N2 2.580 -3.986 2.914
H1 0.708 -2.298 4.717
H2 1.742 -3.632 4.939
H3 3.074 -4.055 2.035
H4 2.916 -4.457 3.742
C2 -0.700 -3.785 -3.020
O2 -0.828 -2.722 -2.471
N3 -1.571 -4.449 -3.718
N4 0.396 -4.500 -3.041
H5 -1.456 -5.404 -4.025
H6 -2.520 -4.105 -3.767
H7 0.362 -5.473 -3.308
H8 1.167 -4.222 -2.450
C3 0.499 4.271 1.904
O3 0.620 3.093 1.540
N5 0.070 4.713 3.008
N6 0.843 5.199 1.073
H9 0.024 5.722 3.019
H10 -0.020 3.996 3.714
H11 0.958 6.108 1.497
H12 1.187 5.152 0.124
C4 4.410 0.347 -1.750
O4 3.225 0.118 -1.656
N7 5.387 -0.525 -1.797
N8 4.975 1.531 -1.902
H13 5.219 -1.463 -1.461
H14 6.274 -0.044 -1.851
H15 4.309 2.275 -2.052
H16 5.977 1.650 -1.936
C5 -2.492 2.818 -3.330
O5 -1.761 2.218 -2.558
N9 -3.338 3.790 -2.888
N10 -2.521 2.797 -4.660
H17 -3.787 4.393 -3.563
H18 -3.411 3.840 -1.882
H19 -3.137 3.259 -5.313
H20 -1.919 2.152 -5.151
C6 -3.720 -0.567 2.858
O6 -3.014 -0.296 1.856
N11 -4.193 -1.769 3.053
N12 -3.987 0.211 3.793
H21 -3.902 -2.484 2.402
H22 -4.807 -1.970 3.830
H23 -4.508 -0.114 4.595
H24 -3.481 1.079 3.688

Cartesian forces (eV/Å) of the 6 atoms listed first:
0.06 0.04 -0.06
1.70 -1.94 -0.54
-1.75 3.44 -4.35
-1.74 0.26 6.08
1.81 -1.43 -0.89
0.02 -0.14 -0.51

---

Energy relative to the best compared isomer or geometry (same formula, charge and spin) readings, ordered: 168.04, 280.61 kcal per mole